[1]
Below is 2 unconnected molecules or ions with the total composition C9H9Br2NO2 at a distorted geometry, with properties calculated with ωB97M-V/def2-TZVPD.

Computed properties:
- Lowest unoccupied orbital energy (spin up / spin down): 0.26 / 0.26 eV
- Multiplicity: 1
- E_tot: -5701.51005 Ha
- Net charge: 0
- Relative energy (zero: lowest compared OMol25 entry of this formula, charge and spin): 174.8 kJ/mol

Atoms and positions in Å:
C: -3.481 -1.635 -0.290
C: -3.474 -0.621 0.674
C: -2.391 -1.772 -1.085
C: -2.407 0.253 0.892
C: -1.236 -1.070 -0.728
C: -1.248 -0.104 0.258
C: 0.062 0.637 0.512
C: 2.135 1.613 -0.228
C: 3.581 -0.045 0.759
N: 0.990 0.965 -0.542
O: 0.277 1.046 1.611
O: 2.915 1.797 -1.241
Br: 2.659 -1.717 0.473
Br: 5.241 0.232 -0.184
H: -4.419 -2.118 -0.660
H: -4.446 -0.356 1.130
H: -2.389 -2.433 -1.886
H: -2.401 1.037 1.706
H: -0.181 -1.428 -1.107
H: 2.165 2.282 0.760
H: 3.644 0.220 1.806
H: 0.844 0.777 -1.511
H: 3.561 2.439 -1.118



[2]
Below is a molecular structure, C31H41AsIrNO2PSi at a distorted geometry, with properties calculated with ωB97M-V/def2-TZVPD.

Computed properties:
- Lowest unoccupied orbital energy (spin up / spin down): 0.47 / -1.76 eV
- Multiplicity: 6
- E_tot: -4381.76332 Ha
- ⟨S²⟩: 8.8252
- Net charge: 0

Atoms and positions in Å:
Ir: 0.109 -0.083 -0.248
Si: -0.901 1.144 -1.993
P: -1.182 -1.836 -0.655
N: 1.781 -0.733 -0.629
H: -0.907 -0.675 0.948
C: -1.239 -3.240 0.504
H: -1.801 -4.073 0.056
H: -1.737 -2.933 1.433
H: -0.223 -3.579 0.739
C: -2.942 -1.566 -1.051
H: -3.405 -2.538 -1.274
H: -3.049 -0.919 -1.929
H: -3.462 -1.107 -0.202
C: -0.530 -2.636 -2.169
H: -1.149 -3.510 -2.417
H: 0.502 -2.963 -2.002
H: -0.550 -1.936 -3.010
C: -2.542 2.082 -1.902
H: -2.477 2.855 -1.125
H: -3.384 1.415 -1.687
H: -2.711 2.569 -2.875
H: 0.100 2.205 -2.316
H: -1.062 0.247 -3.182
C: 2.763 -0.887 -1.514
C: 5.027 -1.690 -1.914
C: 3.961 -1.516 -1.058
C: 2.687 -0.438 -2.878
C: 3.764 -0.638 -3.723
C: 4.930 -1.255 -3.248
H: 5.933 -2.172 -1.541
H: 3.955 -1.842 -0.017
H: 1.766 0.057 -3.198
H: 3.698 -0.314 -4.764
H: 5.775 -1.402 -3.921
C: -2.651 1.191 1.816
O: -2.070 1.195 0.720
C: -1.938 1.081 3.126
H: -2.666 0.857 3.914
H: -1.450 2.040 3.359
H: -1.177 0.292 3.105
C: -4.130 1.397 1.912
H: -4.560 0.623 2.561
H: -4.582 1.362 0.916
H: -4.320 2.375 2.376
O: 0.783 1.635 0.528
As: 1.619 1.959 2.015
C: 3.416 2.426 1.480
C: 3.805 2.384 0.140
C: 5.124 2.718 -0.203
C: 6.030 3.121 0.784
C: 5.626 3.179 2.123
C: 4.316 2.830 2.477
C: 0.799 3.604 2.627
C: 0.529 4.588 1.667
C: 0.032 5.832 2.074
C: -0.226 6.084 3.426
C: 0.041 5.098 4.380
C: 0.586 3.866 3.991
C: 1.764 0.350 3.091
C: 2.561 -0.692 2.604
C: 2.795 -1.815 3.406
C: 2.225 -1.905 4.680
C: 1.427 -0.863 5.159
C: 1.204 0.278 4.374
H: 3.082 2.093 -0.625
H: 5.441 2.668 -1.245
H: 7.054 3.388 0.512
H: 6.329 3.496 2.893
H: 4.000 2.873 3.520
H: 0.703 4.374 0.609
H: -0.164 6.607 1.333
H: -0.637 7.047 3.736
H: -0.173 5.283 5.432
H: 0.841 3.118 4.743
H: 2.993 -0.624 1.600
H: 3.431 -2.616 3.030
H: 2.400 -2.787 5.300
H: 0.972 -0.924 6.148
H: 0.596 1.099 4.754



[3]
Below is a molecular structure, C19H15F5MnNO5STe, with properties calculated with ωB97M-V/def2-TZVPD.

Computed properties:
- Lowest unoccupied orbital energy (spin up / spin down): -2.77 / -1.80 eV
- Multiplicity: 3
- E_tot: -3480.48902 Ha
- ⟨S²⟩: 2.1142
- Net charge: 0
- Relative energy (zero: lowest compared OMol25 entry of this formula, charge and spin): 205.7 kJ/mol

Atoms and positions in Å:
Mn: 0.647 0.698 1.833
O: 1.992 1.697 2.575
N: 1.898 3.041 2.647
C: 3.018 3.679 3.055
C: 3.023 5.037 3.156
C: 1.853 5.741 2.831
C: 0.734 5.065 2.428
C: 0.743 3.661 2.332
S: -0.584 2.687 1.915
H: 3.850 3.026 3.266
H: 3.921 5.543 3.475
H: 1.835 6.820 2.897
H: -0.180 5.581 2.172
O: -1.232 -0.438 0.182
C: -0.556 -0.556 -1.069
C: 0.631 0.432 -1.078
O: 1.289 0.594 -2.071
O: 0.894 1.062 0.052
C: -1.469 -0.168 -2.223
C: -1.524 -0.908 -3.396
C: -2.349 -0.507 -4.437
C: -3.123 0.637 -4.317
C: -3.058 1.391 -3.155
C: -2.228 0.995 -2.118
C: -0.060 -1.996 -1.117
C: 1.283 -2.340 -1.119
C: 1.662 -3.672 -0.976
C: 0.705 -4.663 -0.844
C: -0.646 -4.325 -0.869
C: -1.024 -3.000 -1.002
H: -2.119 -0.084 0.052
H: -0.918 -1.798 -3.500
H: -2.384 -1.093 -5.346
H: -3.768 0.945 -5.130
H: -3.644 2.296 -3.059
H: -2.153 1.622 -1.234
H: 2.043 -1.576 -1.202
H: 2.713 -3.925 -0.940
H: 1.004 -5.694 -0.706
H: -1.401 -5.092 -0.755
H: -2.073 -2.734 -0.977
F: -0.584 -4.839 2.336
Te: -0.013 -3.075 2.157
F: 0.209 -2.643 3.947
F: 1.732 -3.867 2.340
F: 1.759 -0.673 1.728
F: -1.870 -2.689 2.511
O: -0.476 0.105 2.751



[4]
Below is a molecular structure, C38H80F10N7Na2O12S6 at a distorted geometry, with properties calculated with ωB97M-V/def2-TZVPD.

Computed properties:
- Lowest unoccupied orbital energy: -8.67 eV
- Multiplicity: 1
- E_tot: -6493.48182 Ha
- Net charge: +3

Atoms and positions in Å:
Na: 3.328 9.637 3.199
Na: 2.623 6.505 3.096
C: 4.783 10.267 7.835
C: 4.361 11.447 6.991
C: 3.721 12.553 7.807
N: 2.771 13.469 7.046
C: 2.154 14.464 8.007
C: 1.250 13.820 9.085
C: 0.219 12.838 8.505
C: 0.832 11.909 7.476
C: 1.623 12.675 6.436
C: 3.461 14.219 5.942
H: 5.306 9.458 7.325
H: 3.961 9.802 8.382
H: 5.450 10.570 8.647
H: 3.783 11.156 6.102
H: 5.230 11.907 6.512
H: 4.477 13.298 8.073
H: 3.208 12.342 8.742
H: 2.960 14.909 8.590
H: 1.572 15.210 7.471
H: 1.912 13.413 9.848
H: 0.677 14.622 9.551
H: -0.221 12.245 9.308
H: -0.590 13.466 8.116
H: 1.327 11.075 7.978
H: 0.044 11.380 6.932
H: 1.958 12.051 5.610
H: 0.900 13.376 6.010
H: 3.814 13.518 5.191
H: 4.236 14.849 6.366
H: 2.668 14.745 5.410
C: 2.885 4.065 7.935
C: 1.692 3.132 7.538
C: 0.680 3.859 6.680
N: -0.614 3.106 6.413
C: -0.413 1.627 6.046
C: 0.162 1.535 4.621
C: -0.638 2.383 3.620
C: -0.928 3.805 4.042
C: -1.508 3.834 5.434
C: -1.415 3.109 7.715
H: 3.519 4.305 7.086
H: 3.290 3.605 8.836
H: 2.530 4.997 8.385
H: 1.347 2.952 8.558
H: 2.067 2.226 7.068
H: 1.069 4.070 5.684
H: 0.338 4.815 7.071
H: 0.266 1.290 6.820
H: -1.433 1.261 6.130
H: 1.238 1.731 4.573
H: 0.140 0.513 4.238
H: -0.194 2.425 2.624
H: -1.549 1.784 3.512
H: -0.014 4.404 3.917
H: -1.541 4.298 3.284
H: -1.743 4.837 5.789
H: -2.468 3.320 5.361
H: -0.913 2.485 8.447
H: -2.442 2.820 7.511
H: -1.422 4.155 8.018
C: -8.436 11.811 6.814
C: -7.028 12.368 6.665
C: -6.247 12.118 7.962
N: -4.815 12.673 7.973
C: -4.040 12.043 9.125
C: -3.725 10.569 8.911
C: -2.993 10.301 7.618
C: -3.681 10.964 6.429
C: -4.086 12.424 6.663
C: -4.839 14.171 8.244
H: -8.431 10.732 6.955
H: -9.124 12.125 6.030
H: -8.938 12.248 7.685
H: -6.990 13.425 6.408
H: -6.562 11.744 5.898
H: -6.242 11.059 8.206
H: -6.739 12.630 8.790
H: -4.754 12.160 9.941
H: -3.167 12.669 9.305
H: -4.662 10.009 8.842
H: -3.203 10.251 9.813
H: -2.777 9.244 7.460
H: -1.973 10.693 7.700
H: -4.559 10.422 6.060
H: -2.983 10.927 5.590
H: -4.707 12.828 5.868
H: -3.172 13.017 6.721
H: -5.033 14.308 9.308
H: -5.721 14.624 7.794
H: -3.882 14.552 7.913
C: -3.769 8.251 2.810
C: -3.741 7.978 1.298
C: -2.693 8.861 0.650
N: -2.635 8.705 -0.860
C: -1.408 9.367 -1.399
C: -0.109 8.577 -1.107
C: -0.262 7.147 -1.602
C: -1.496 6.441 -1.083
C: -2.717 7.267 -1.384
C: -3.853 9.373 -1.507
H: -2.788 8.403 3.251
H: -4.374 7.537 3.365
H: -4.352 9.173 2.905
H: -4.701 8.094 0.797
H: -3.448 6.940 1.120
H: -1.688 8.603 0.981
H: -2.906 9.908 0.862
H: -1.401 10.391 -1.027
H: -1.536 9.438 -2.479
H: 0.269 8.417 -0.086
H: 0.793 9.059 -1.486
H: 0.631 6.520 -1.612
H: -0.327 7.311 -2.689
H: -1.386 6.205 -0.017
H: -1.520 5.438 -1.513
H: -3.653 6.810 -1.067
H: -2.841 7.333 -2.466
H: -3.657 9.559 -2.558
H: -3.989 10.327 -0.998
H: -4.737 8.773 -1.317
N: 0.838 8.114 10.910
S: 2.178 8.626 10.382
O: 2.313 10.066 10.276
O: 2.888 7.765 9.468
F: 2.993 8.438 11.764
S: -0.059 8.550 9.566
O: -0.105 7.544 8.527
O: -0.192 9.951 9.231
F: -1.455 8.289 10.281
N: 1.715 8.277 4.530
S: 0.045 8.336 4.698
O: -0.579 9.355 5.498
O: -0.690 7.087 4.648
F: -0.182 8.843 3.174
S: 1.903 7.861 6.004
O: 1.602 6.512 6.415
O: 1.993 8.867 7.031
F: 3.489 7.558 5.717
C: 1.072 11.570 1.859
F: 1.198 10.402 1.195
F: -0.012 12.135 1.333
F: 0.884 11.405 3.160
S: 2.598 12.674 1.536
O: 2.880 12.554 0.132
O: 2.078 13.926 2.030
N: 3.727 11.901 2.628
S: 5.074 12.272 1.901
O: 5.462 11.220 0.968
O: 5.169 13.651 1.447
C: 6.301 12.115 3.343
F: 7.529 12.007 2.900
F: 6.173 13.194 4.105
F: 6.003 11.024 4.072



[5]
Below is 2 unconnected molecules or ions with the total composition C11H11FNO4S at a distorted geometry, with properties calculated with ωB97M-V/def2-TZVPD.

Computed properties:
- Lowest unoccupied orbital energy: 2.97 eV
- Multiplicity: 1
- E_tot: -1279.54916 Ha
- Net charge: -1

Atoms and positions in Å:
C: 2.310 1.413 0.031
C: 3.518 0.844 0.746
O: 2.986 -0.012 1.771
C: 1.637 -0.203 1.513
O: 0.968 -0.941 2.226
N: 1.282 0.517 0.411
H: 2.107 2.450 0.376
H: 2.447 1.425 -1.060
H: 4.090 0.241 0.030
H: 4.140 1.619 1.199
F: -0.548 3.877 -1.374
S: -1.237 3.257 -0.027
C: -1.120 1.591 -0.477
C: -1.351 0.553 0.351
C: -1.391 -0.824 -0.098
C: -1.845 -1.844 0.769
C: -1.921 -3.163 0.337
C: -1.509 -3.502 -0.964
C: -1.041 -2.501 -1.832
C: -0.995 -1.173 -1.410
O: -0.334 3.604 1.032
O: -2.588 3.729 -0.048
H: -0.769 1.480 -1.501
H: -1.543 0.717 1.415
H: -2.115 -1.555 1.784
H: -2.293 -3.936 1.012
H: -1.543 -4.540 -1.303
H: -0.711 -2.743 -2.846
H: -0.632 -0.380 -2.066



[6]
Below is a gas-phase ion, C5H6N (charge +1) at a distorted geometry, with properties calculated with ωB97M-V/def2-TZVPD.

Computed properties:
- Lowest unoccupied orbital energy: -5.77 eV
- Multiplicity: 1
- E_tot: -248.35612 Ha
- Net charge: +1
- Relative energy (zero: lowest compared OMol25 entry of this formula, charge and spin): 681.5 kJ/mol

Atoms and positions in Å:
C: 2.280 -0.472 -0.126
C: -0.721 0.621 -0.005
C: -0.776 -0.889 -0.175
C: 0.676 0.871 0.503
C: 1.105 -0.549 0.696
N: 1.624 0.563 -0.512
H: 2.969 -1.043 -0.528
H: -0.943 1.079 -0.909
H: -1.539 1.084 0.541
H: -1.269 -1.243 0.664
H: -0.395 -1.233 -1.126
H: 1.077 1.610 1.218



[7]
Below is a molecular structure, C20H18ClN2O2PbSSe3Te at a distorted geometry, with properties calculated with ωB97M-V/def2-TZVPD.

Computed properties:
- Lowest unoccupied orbital energy: 1.75 eV
- Multiplicity: 1
- E_tot: -9556.60182 Ha
- Net charge: -1
- Relative energy (zero: lowest compared OMol25 entry of this formula, charge and spin): 81.5 kJ/mol

Atoms and positions in Å:
Pb: 0.213 -0.084 -0.558
Cl: 2.288 -5.687 4.009
C: 2.221 -4.406 2.833
C: 2.819 -4.597 1.584
C: 2.748 -3.602 0.656
C: 2.048 -2.378 0.877
O: 2.005 -1.529 -0.063
C: 1.472 -2.196 2.185
C: 0.814 -1.015 2.634
N: 0.353 -0.054 1.907
C: -0.350 1.009 2.433
C: -1.115 0.912 3.583
C: -1.848 1.995 4.070
C: -1.874 3.184 3.393
C: -1.170 3.315 2.180
C: -1.244 4.476 1.383
C: -0.562 4.520 0.196
C: 0.210 3.412 -0.182
N: 0.300 2.325 0.540
C: -0.384 2.234 1.696
C: 1.591 -3.231 3.133
H: 3.319 -5.528 1.362
H: 3.207 -3.724 -0.313
H: 0.717 -0.939 3.727
H: -1.181 -0.033 4.100
H: -2.413 1.877 4.983
H: -2.459 4.017 3.755
H: -1.851 5.310 1.717
H: -0.603 5.386 -0.447
H: 0.757 3.418 -1.117
H: 1.131 -3.105 4.104
Se: -1.546 -2.155 -0.994
Se: -1.345 -1.639 -3.259
Te: 0.998 -0.594 -3.431
Se: 0.682 1.713 -4.207
O: -2.071 1.174 -0.370
S: -2.925 0.924 -1.559
C: -4.578 1.522 -0.981
C: -4.843 2.866 -1.639
C: -3.478 3.488 -1.918
C: -2.684 2.403 -2.608
H: -4.474 1.591 0.100
H: -5.312 0.760 -1.231
H: -5.458 3.507 -1.004
H: -5.368 2.716 -2.585
H: -2.993 3.752 -0.975
H: -3.558 4.386 -2.531
H: -1.617 2.596 -2.689
H: -3.081 2.168 -3.592



[8]
Below is 2 unconnected molecules or ions with the total composition C3HF3IO3 at a distorted geometry, with properties calculated with ωB97M-V/def2-TZVPD.

Computed properties:
- Lowest unoccupied orbital energy: 3.07 eV
- Multiplicity: 1
- E_tot: -937.98407 Ha
- Net charge: -1
- Relative energy (zero: lowest compared OMol25 entry of this formula, charge and spin): 124.4 kJ/mol

Atoms and positions in Å:
C: -1.991 -0.081 -0.625
C: -0.215 0.749 0.612
C: 0.026 2.225 0.321
O: -1.532 -0.709 -1.488
O: -2.855 0.329 0.038
O: 1.108 0.252 0.556
F: -1.061 2.976 0.454
F: 1.007 2.836 1.016
F: 0.405 2.484 -0.949
I: -1.015 0.769 2.714
H: 1.319 -0.735 0.848



[9]
Below is 2 unconnected molecules or ions with the total composition C2H3ClO2 at a distorted geometry, with properties calculated with ωB97M-V/def2-TZVPD.

Computed properties:
- Lowest unoccupied orbital energy: 0.00 eV
- Multiplicity: 1
- E_tot: -688.39285 Ha
- Net charge: 0
- Relative energy (zero: lowest compared OMol25 entry of this formula, charge and spin): 764.8 kJ/mol

Atoms and positions in Å:
C: 0.468 -1.994 -0.396
C: 1.136 -1.068 -0.058
O: -1.171 1.516 0.126
O: 0.046 2.206 -0.055
Cl: 2.005 0.339 0.132
H: -0.177 -2.774 -0.128
H: -1.062 0.880 0.975
H: -1.245 0.893 -0.597